{
  "formula": "C25H28FN3O5",
  "method": "ωB97M-V/def2-TZVPD",
  "smiles": "O=C(Nc1cccc(F)c1)c1coc2ccccc2c1=O.CC[C@H](C)[C@H](NC(C)=O)C(=O)NC",
  "de_lowest_kj_mol": 71.0,
  "energy_ha": -1609.8400,
  "spin_multiplicity": 1,
  "orbital_gap_ha": 0.2962,
  "e_homo_ev": -8.57,
  "fmax_ev_per_a": 2.5,
  "elements": ["O", "O", "O", "O", "F", "O", "C", "C", "C", "C", "C", "C", "C", "C", "C", "C", "C", "C", "C", "C", "C", "C", "C", "C", "N", "N", "N", "C", "C", "C", "C", "C", "C", "C", "H", "H", "H", "H", "H", "H", "H", "H", "H", "H", "H", "H", "H", "H", "H", "H", "H", "H", "H", "H", "H", "H", "H", "H", "H", "H", "H", "H"],
  "positions_angstrom": [[2.7324, -4.0614, -0.3649], [-0.0544, -5.3638, 2.3713], [-0.6683, 6.6455, -0.7093], [-3.9058, 5.2652, -0.2971], [-2.7212, -1.5926, 4.0930], [1.6710, -7.9823, -0.2433], [2.3525, -5.2298, -0.3541], [0.7571, -4.8492, 1.6140], [-0.1634, 5.7919, -1.4199], [-3.1197, 4.9544, -1.1855], [1.1389, -7.0768, 0.6503], [1.4220, -5.7225, 0.6489], [3.7069, -8.0090, -3.2939], [4.0740, -6.6654, -3.4011], [0.5957, -0.2482, 3.3434], [-0.7085, -0.3435, 3.8361], [2.9072, -8.4257, -2.2250], [3.6429, -5.7441, -2.4423], [1.1455, -1.3147, 2.6259], [-0.8921, -2.5666, 2.9170], [-1.4566, -1.5024, 3.6225], [2.4653, -7.5128, -1.2616], [2.8361, -6.1624, -1.3691], [0.4161, -2.4895, 2.4147], [1.0293, -3.4958, 1.6641], [-3.2701, 5.4160, -2.4348], [-0.6766, 4.5706, -1.5924], [1.1201, 6.0966, -2.1558], [-4.3353, 6.3269, -2.8485], [0.1674, 3.1881, 2.3444], [-2.7185, 2.7576, 1.1191], [-0.2461, 3.0934, 0.8716], [-1.6372, 3.7227, 0.5835], [-1.8886, 4.0514, -0.9196], [0.4436, -7.4689, 1.3925], [4.0422, -8.7267, -4.0380], [4.6961, -6.3345, -4.2280], [1.1813, 0.6487, 3.5211], [-1.1506, 0.4776, 4.3912], [2.6179, -9.4684, -2.1381], [3.9317, -4.6992, -2.5339], [2.1570, -1.2309, 2.2424], [-1.5029, -3.4481, 2.7603], [1.7939, -3.2145, 1.0519], [-2.5670, 5.1675, -3.1090], [-0.1619, 3.9362, -2.1796], [0.9271, 6.1178, -3.2256], [1.8660, 5.3402, -1.9222], [1.4840, 7.0716, -1.8322], [-4.2904, 7.2348, -2.2433], [-5.3068, 5.8549, -2.6913], [-4.2240, 6.5899, -3.9006], [0.1336, 4.2278, 2.6727], [-0.4932, 2.5898, 2.9693], [1.1870, 2.8186, 2.4543], [-2.6410, 1.7900, 0.6232], [-3.7179, 3.1572, 0.9548], [-2.6032, 2.6156, 2.1927], [-0.2327, 2.0496, 0.5543], [0.5342, 3.6172, 0.3242], [-1.7002, 4.6606, 1.1383], [-2.1215, 3.1035, -1.4029]]
}